Record 1
{
  "formula": "CH4N2O",
  "method": "ωB97M-V with the def2-TZVPD basis set",
  "e_above_lowest_kcal_mol": 149.9,
  "elements": ["C", "H", "H", "H", "H", "N", "N", "O"],
  "xyz": [[-1.055253, 0.351971, 0.003269], [1.799784, -0.840020, 1.072070], [0.303881, -1.474621, -0.556774], [0.788299, 1.401050, -0.643513], [-1.631503, 1.314232, -0.173503], [1.175262, -0.546377, -0.137061], [0.302346, 0.502826, 0.319864], [-1.682817, -0.709063, 0.115646]],
  "forces_ev_per_angstrom": [[-1.98, -0.94, 1.17], [-2.62, 0.19, -4.69], [3.45, 3.01, 2.34], [-2.35, -2.46, 3.90], [0.93, -0.77, 0.10], [-1.13, -4.16, 3.62], [2.03, 3.40, -5.76], [1.66, 1.73, -0.69]]
}

---

Record 2
{
  "formula": "C20H18BrF2FeI2Sb",
  "method": "ωB97M-V with the def2-TZVPD basis set",
  "e_above_lowest_kcal_mol": 0.0,
  "charge": 1,
  "multiplicity": 6,
  "elements": ["Fe", "I", "C", "I", "H", "H", "C", "C", "C", "C", "C", "C", "Sb", "C", "C", "C", "C", "C", "C", "C", "C", "C", "C", "C", "C", "H", "H", "H", "H", "H", "H", "H", "H", "H", "H", "H", "H", "H", "H", "H", "Br", "F", "C", "F", "H"],
  "xyz": [[-2.799385, 1.940626, 1.086187], [-5.512715, 1.767001, 1.602823], [-4.980114, 0.019724, 2.657145], [-3.165458, -0.792809, 1.925771], [-5.767548, -0.712038, 2.532335], [-4.828314, 0.297578, 3.691705], [4.980609, 1.385388, -1.408937], [4.618757, 0.356675, -0.550416], [3.288603, 0.182517, -0.189638], [2.328645, 1.042852, -0.717606], [2.687259, 2.088582, -1.568664], [4.019214, 2.250909, -1.917179], [0.317847, 0.721468, -0.278647], [-0.399017, -0.236460, -1.983938], [-1.740692, -0.601935, -2.097321], [-2.201546, -1.162418, -3.277079], [-1.334127, -1.340115, -4.348680], [-0.000987, -0.978062, -4.237476], [0.472979, -0.418047, -3.056606], [0.298946, -0.756116, 1.190353], [0.757354, -0.472338, 2.478024], [0.782000, -1.485938, 3.425134], [0.342580, -2.762713, 3.093985], [-0.117340, -3.041166, 1.814294], [-0.144603, -2.036563, 0.853105], [6.019800, 1.518384, -1.679982], [5.371916, -0.312706, -0.155999], [3.013410, -0.620489, 0.482798], [1.942175, 2.769372, -1.963269], [4.306737, 3.055336, -2.581150], [-2.431132, -0.457446, -1.275192], [-3.241148, -1.448720, -3.367200], [-1.703148, -1.757101, -5.276508], [0.674822, -1.127965, -5.069123], [1.516732, -0.141799, -2.979190], [1.083373, 0.524078, 2.746915], [1.145109, -1.280380, 4.423718], [0.358392, -3.546398, 3.840410], [-0.450046, -4.039270, 1.559468], [-0.488314, -2.257369, -0.151258], [-2.164860, 2.797529, -0.999318], [-2.358296, 3.789883, 2.516054], [-1.974571, 2.464499, 2.860423], [-0.623192, 2.408984, 2.406982], [-1.900706, 2.404977, 3.942746]],
  "forces_ev_per_angstrom": [[-0.17, -0.16, 0.46], [-0.22, 0.22, -0.16], [-0.05, -0.14, 0.10], [0.07, -0.27, -0.11], [-0.01, -0.02, 0.07], [-0.03, -0.06, 0.05], [-0.02, 0.01, -0.01], [-0.02, -0.01, 0.02], [0.06, 0.08, -0.09], [0.29, 0.23, 0.03], [0.05, -0.09, 0.04], [0.00, -0.01, 0.01], [-0.32, 0.27, -0.15], [-0.06, -0.04, -0.37], [0.11, -0.09, -0.06], [0.00, 0.00, 0.01], [-0.01, 0.00, -0.01], [0.03, 0.01, 0.05], [-0.14, -0.12, -0.01], [0.00, -0.24, 0.27], [-0.08, -0.15, -0.03], [0.00, 0.00, -0.02], [-0.01, -0.01, 0.03], [-0.02, 0.04, -0.02], [0.05, 0.00, 0.11], [-0.01, -0.01, 0.00], [0.00, 0.01, 0.00], [-0.02, 0.00, 0.00], [-0.01, -0.01, 0.01], [0.00, -0.01, 0.01], [-0.01, 0.07, 0.01], [0.01, 0.00, 0.00], [0.00, -0.02, 0.02], [-0.01, 0.02, 0.00], [0.00, 0.04, 0.00], [0.00, 0.01, -0.02], [-0.01, 0.00, -0.01], [0.02, 0.01, -0.01], [0.01, 0.02, 0.00], [0.01, 0.00, 0.02], [0.18, -0.05, -0.27], [0.08, -0.10, 0.48], [0.63, 0.70, -0.78], [-0.08, -0.09, 0.25], [-0.29, -0.05, 0.06]]
}

---

Record 3
{
  "formula": "C28H38NOSi",
  "method": "ωB97M-V with the def2-TZVPD basis set",
  "charge": 1,
  "energy_ev": -41063.0260,
  "elements": ["C", "Si", "C", "C", "O", "C", "C", "C", "C", "C", "C", "C", "C", "H", "H", "H", "H", "H", "H", "H", "H", "H", "H", "H", "H", "H", "H", "H", "H", "H", "H", "H", "H", "H", "H", "C", "N", "C", "C", "C", "C", "C", "C", "C", "C", "C", "C", "C", "C", "C", "C", "C", "C", "H", "H", "H", "H", "H", "H", "H", "H", "H", "H", "H", "H", "H", "H", "H", "H"],
  "xyz": [[3.207052, 1.962834, -1.124069], [2.324884, 3.091015, 0.070439], [2.456404, 2.470199, 1.832978], [2.982845, 4.844438, 0.171590], [0.737043, 3.071546, -0.506089], [-0.401787, 2.674364, 0.134743], [-0.861196, 1.397362, 0.040865], [-2.196517, 1.048944, 0.602799], [-3.411914, 1.583517, -0.191089], [-3.778871, 3.054553, -0.011597], [-2.959335, 4.018765, -0.899381], [-1.800291, 4.709663, -0.193943], [-1.125396, 3.792961, 0.833623], [4.219956, 1.787099, -0.730683], [2.720219, 0.982494, -1.246811], [3.307172, 2.408268, -2.125185], [3.531927, 2.316496, 2.019824], [2.106464, 3.209049, 2.569637], [1.941580, 1.520744, 2.035889], [4.001387, 4.778682, 0.587002], [3.056945, 5.367390, -0.791062], [2.401585, 5.480267, 0.856265], [-0.265651, 0.608427, -0.424450], [-2.267920, -0.050011, 0.652762], [-2.260965, 1.398258, 1.644502], [-3.221284, 1.396708, -1.255989], [-4.291497, 0.977217, 0.078046], [-4.829199, 3.161398, -0.310190], [-3.743720, 3.357656, 1.038643], [-2.566045, 3.466690, -1.762235], [-3.641786, 4.775108, -1.316527], [-1.062189, 5.047225, -0.938256], [-2.159347, 5.632794, 0.285404], [-1.879481, 3.382331, 1.515530], [-0.415358, 4.363675, 1.448573], [-2.337479, -5.667104, 3.157813], [-1.624011, -4.813880, 2.209197], [-1.465807, -5.204388, 0.921444], [-0.706735, -4.227184, 0.215775], [-0.251472, -4.289616, -1.094647], [0.520915, -3.371402, -1.868135], [0.300583, -1.966687, -1.940776], [1.030844, -1.172860, -2.829537], [2.130197, -1.716911, -3.521695], [3.044451, -0.825142, -4.304501], [2.348639, -3.107576, -3.481361], [1.556858, -3.905087, -2.677687], [-0.360459, -3.205051, 1.198997], [0.535564, -2.148368, 1.194517], [0.792999, -1.475884, 2.395396], [0.026343, -1.748412, 3.541568], [-0.868931, -2.830630, 3.586360], [-0.977828, -3.581591, 2.419329], [-2.415546, -5.199720, 4.142298], [-3.353387, -5.891972, 2.787552], [-1.810065, -6.630391, 3.256699], [-1.929061, -6.131162, 0.600759], [-0.406620, -5.267436, -1.544264], [-0.479604, -1.522363, -1.318929], [0.757852, -0.116969, -2.968272], [3.866026, -1.403790, -4.743962], [2.515355, -0.311544, -5.117854], [3.474455, -0.033879, -3.674092], [3.151496, -3.556023, -4.075728], [1.727728, -4.977863, -2.620794], [1.002517, -1.846361, 0.263216], [1.589849, -0.723567, 2.401297], [0.188695, -1.128777, 4.411891], [-1.430091, -3.088565, 4.486574]],
  "forces_ev_per_angstrom": [[0.59, -0.03, -0.07], [-0.86, 0.20, 0.07], [0.06, -0.27, 0.16], [0.26, 0.00, -0.27], [0.49, 0.03, 0.32], [-0.13, -1.31, -0.17], [0.67, 1.69, 0.26], [-0.51, -0.50, 0.37], [-0.03, -0.59, 0.19], [-0.27, 0.28, -0.65], [-0.32, -0.04, -0.20], [0.13, 0.58, 0.09], [0.08, 0.01, -0.03], [-0.12, -0.05, -0.25], [0.00, 0.32, 0.21], [-0.04, -0.04, 0.29], [-0.26, 0.00, 0.05], [0.04, -0.17, -0.28], [0.10, 0.23, -0.13], [-0.20, 0.09, -0.11], [-0.05, -0.16, 0.19], [0.04, -0.32, -0.18], [-0.05, 0.43, -0.14], [-0.09, 0.24, 0.01], [-0.12, -0.16, -0.15], [-0.12, 0.01, 0.09], [0.24, 0.10, 0.00], [0.14, -0.07, 0.08], [-0.06, -0.07, -0.05], [-0.14, -0.03, 0.13], [0.30, -0.12, 0.11], [-0.13, -0.14, 0.24], [0.08, -0.31, 0.13], [0.34, 0.19, -0.13], [0.00, -0.13, -0.20], [-0.35, -0.48, 0.27], [-0.13, -0.82, -2.05], [-0.14, 0.73, 1.45], [0.47, 0.83, -0.76], [-0.36, -1.13, 1.25], [0.76, 1.03, -0.68], [-0.10, -0.23, -0.28], [-0.10, -0.38, 0.57], [-0.31, -0.15, -0.11], [0.20, 0.11, -0.34], [0.05, 0.32, 0.33], [-0.58, -0.24, 0.03], [-0.44, -0.28, 0.96], [0.11, 0.37, 0.33], [-0.36, -0.11, -0.44], [0.17, -0.46, -0.24], [0.33, 0.21, -0.21], [0.38, 0.38, -0.15], [0.10, 0.01, -0.31], [0.45, 0.31, 0.14], [-0.08, 0.49, 0.05], [0.20, 0.16, -0.15], [0.01, 0.03, -0.25], [0.07, -0.09, -0.38], [0.29, -0.47, 0.25], [-0.19, 0.20, 0.10], [0.02, -0.15, 0.15], [-0.13, -0.27, -0.04], [-0.27, 0.23, 0.31], [0.03, 0.13, -0.20], [0.24, -0.06, 0.41], [-0.57, -0.17, 0.14], [-0.10, -0.11, 0.13], [0.28, 0.16, -0.24]]
}